one) The following is a DFT calculation (the ωB97M-V functional and the def2-TZVPD basis) of a structure of composition C28H29MoN4O6S.

Last column: natural (NBO) charge in e.
Element x y z (Å)
Mo 0.04 -0.17 -0.08  1.77
C -1.75 2.06 -4.72  -0.26
O -1.35 1.97 -3.35  -0.49
C -2.16 2.33 -2.35  0.29
C -3.36 3.04 -2.42  -0.22
C -4.06 3.36 -1.26  -0.15
C -3.63 2.96 -0.01  -0.15
C -2.46 2.20 0.11  -0.18
C -1.92 1.84 1.38  0.20
N -0.88 1.06 1.51  -0.29
N -0.18 1.00 2.64  -0.29
C 1.04 0.59 2.42  0.56
O 1.33 0.34 1.14  -0.62
C 2.07 0.46 3.42  -0.12
C 3.23 -0.26 3.07  -0.20
C 4.27 -0.40 3.97  -0.20
C 4.18 0.19 5.23  -0.13
C 3.02 0.88 5.59  -0.20
C 1.97 1.02 4.70  -0.14
C -1.70 1.92 -1.07  0.29
O -0.58 1.21 -0.96  -0.49
H -1.54 1.09 -5.18  0.21
H -1.15 2.83 -5.22  0.22
H -2.81 2.28 -4.84  0.20
H -3.75 3.38 -3.36  0.26
H -4.97 3.94 -1.35  0.26
H -4.20 3.21 0.87  0.25
H -2.33 2.31 2.28  0.26
H 3.28 -0.75 2.10  0.20
H 5.15 -0.96 3.71  0.24
H 4.99 0.11 5.93  0.25
H 2.95 1.32 6.57  0.25
H 1.09 1.57 4.98  0.24
C -3.34 -6.04 -3.81  -0.28
O -2.75 -4.77 -3.60  -0.40
C -2.44 -4.31 -2.43  0.47
C -2.66 -4.98 -1.19  -0.29
C -2.22 -4.45 -0.02  -0.05
C -1.55 -3.20 0.04  -0.24
C -0.98 -2.65 1.20  0.59
C -1.24 -3.11 2.59  -0.70
O -0.17 -1.62 1.08  -0.61
C -1.44 -2.46 -1.21  0.36
O -0.99 -1.21 -1.16  -0.55
C -1.85 -3.03 -2.39  -0.26
H -3.39 -6.17 -4.89  0.24
H -4.35 -6.08 -3.40  0.21
H -2.73 -6.84 -3.38  0.21
H -3.16 -5.94 -1.19  0.27
H -2.35 -5.01 0.89  0.25
H -1.80 -4.03 2.63  0.26
H -1.82 -2.33 3.10  0.28
H -0.31 -3.20 3.15  0.28
H -1.73 -2.49 -3.33  0.26
S 1.99 -0.41 -1.55  0.10
C 2.76 1.12 -1.08  0.39
N 3.80 1.09 -0.29  -0.52
C 4.42 2.28 0.27  -0.24
C 3.41 3.43 0.22  -0.43
C 2.85 3.54 -1.19  -0.23
N 2.26 2.25 -1.55  -0.54
H 4.16 0.18 0.00  0.45
H 5.32 2.52 -0.30  0.24
H 4.71 2.07 1.30  0.25
H 3.90 4.36 0.50  0.27
H 2.60 3.24 0.93  0.21
H 3.64 3.79 -1.90  0.23
H 2.07 4.30 -1.25  0.24
H 1.53 2.23 -2.25  0.45

* multiplicity: 1
* net charge: +3
* LUMO level: -0.4035 hartree

***

two) The following is a DFT calculation (the ωB97M-V functional and the def2-TZVPD basis) of a structure of composition C28H29MoN4O6S.

Last column: natural (NBO) charge in e.
Element x y z (Å)
Mo 0.00 0.15 -0.05  1.75
C -2.00 -3.72 -3.57  -0.27
O -1.67 -2.50 -2.89  -0.45
C -2.63 -1.65 -2.59  0.34
C -3.96 -1.68 -3.06  -0.22
C -4.90 -0.78 -2.59  -0.13
C -4.59 0.12 -1.58  -0.13
C -3.29 0.19 -1.07  -0.15
C -2.95 1.01 0.04  0.23
N -1.76 1.06 0.61  -0.30
N -1.62 1.81 1.70  -0.34
C -0.43 1.70 2.23  0.56
O 0.43 0.90 1.63  -0.62
C -0.09 2.37 3.47  -0.11
C 1.02 1.92 4.20  -0.18
C 1.29 2.46 5.44  -0.21
C 0.49 3.48 5.94  -0.12
C -0.58 3.97 5.20  -0.20
C -0.88 3.42 3.97  -0.14
C -2.29 -0.64 -1.66  0.25
O -1.06 -0.46 -1.24  -0.42
H -1.14 -4.37 -3.44  0.23
H -2.88 -4.18 -3.11  0.20
H -2.16 -3.54 -4.63  0.21
H -4.24 -2.40 -3.82  0.27
H -5.90 -0.81 -2.99  0.27
H -5.36 0.77 -1.19  0.26
H -3.73 1.61 0.51  0.26
H 1.64 1.14 3.78  0.20
H 2.12 2.09 6.02  0.24
H 0.70 3.90 6.92  0.25
H -1.18 4.77 5.59  0.25
H -1.71 3.78 3.38  0.24
C 1.20 6.88 -0.19  -0.27
O 2.38 6.11 -0.01  -0.40
C 2.42 4.82 -0.12  0.48
C 3.70 4.22 0.09  -0.23
C 3.86 2.87 0.03  -0.10
C 2.76 1.99 -0.17  -0.28
C 2.92 0.60 -0.21  0.60
C 4.26 -0.04 -0.31  -0.72
O 1.88 -0.18 -0.17  -0.62
C 1.48 2.60 -0.44  0.48
O 0.46 1.82 -0.75  -0.59
C 1.33 3.98 -0.43  -0.38
H 1.51 7.91 -0.04  0.25
H 0.44 6.62 0.55  0.20
H 0.79 6.76 -1.20  0.21
H 4.53 4.88 0.29  0.27
H 4.84 2.46 0.19  0.25
H 4.87 0.49 -1.05  0.28
H 4.16 -1.08 -0.61  0.26
H 4.79 0.01 0.64  0.27
H 0.35 4.38 -0.66  0.26
S -0.48 -1.95 1.05  0.04
C 0.47 -2.09 2.52  0.39
N -0.14 -2.43 3.63  -0.52
C 0.59 -2.72 4.85  -0.23
C 1.98 -3.21 4.48  -0.43
C 2.65 -2.19 3.58  -0.23
N 1.77 -1.90 2.45  -0.54
H -1.14 -2.59 3.61  0.45
H 0.04 -3.49 5.40  0.26
H 0.63 -1.82 5.47  0.22
H 1.90 -4.16 3.96  0.23
H 2.58 -3.36 5.38  0.27
H 3.60 -2.56 3.20  0.25
H 2.84 -1.26 4.13  0.21
H 2.19 -1.70 1.54  0.43

* multiplicity: 1
* net charge: +3
* LUMO level: -0.4136 hartree

***

Among the structures above, stability is smallest for one).